Entry 1:
80
Properties=species:S:1:pos:R:3 method="wB97M-V/def2-TZVPD" homo_lumo_gap_ev="7.791 / 8.734" lumo_energy_ha="-0.027 / -0.003" homo_ev="-8.52 / -8.81" total_charge=0 multiplicity=5
Mn -0.918 1.279 -1.095
N -1.658 -0.727 -0.038
C -0.734 -1.819 -0.010
C -1.171 -3.109 0.271
C -0.259 -4.145 0.374
C 1.102 -3.902 0.221
C 1.535 -2.624 -0.087
C 0.622 -1.580 -0.241
P 1.149 0.079 -0.751
C 2.156 -0.083 -2.247
C 2.701 1.097 -2.758
C 3.380 1.086 -3.966
C 3.489 -0.094 -4.690
C 2.911 -1.258 -4.207
C 2.243 -1.255 -2.989
C 2.234 0.601 0.611
C 1.705 0.514 1.899
C 2.426 0.982 2.983
C 3.685 1.536 2.794
C 4.220 1.615 1.518
C 3.495 1.160 0.425
H -1.571 -0.181 0.825
H -2.625 -1.041 -0.070
H -2.229 -3.295 0.424
H -0.610 -5.144 0.600
H 1.816 -4.707 0.328
H 2.592 -2.426 -0.224
H 2.555 2.034 -2.233
H 3.804 2.004 -4.352
H 4.007 -0.101 -5.641
H 2.969 -2.173 -4.782
H 1.767 -2.163 -2.641
H 0.713 0.105 2.063
H 1.988 0.938 3.972
H 4.242 1.917 3.640
H 5.204 2.040 1.366
H 3.928 1.225 -0.562
Br -0.628 -1.444 -7.205
C -0.736 -0.684 -5.474
C -0.253 0.598 -5.263
C -0.314 1.141 -3.989
C -0.851 0.423 -2.923
C -1.335 -0.857 -3.167
C -1.283 -1.419 -4.440
H 0.174 1.163 -6.081
H 0.095 2.131 -3.830
H -1.752 -1.458 -2.372
H -1.656 -2.419 -4.615
O -1.985 2.901 -1.809
C -0.970 3.672 -1.873
O 0.187 3.265 -1.672
H -1.151 4.726 -2.114
C 1.117 -2.314 4.079
C -0.187 -1.705 3.637
C -0.703 -0.581 4.274
C -1.881 0.011 3.853
C -2.558 -0.519 2.765
C -2.088 -1.675 2.146
C -0.904 -2.252 2.576
S -4.096 0.153 2.199
O -4.430 -0.602 1.021
O -4.966 0.219 3.334
N -3.893 1.657 1.633
C -3.558 2.886 2.366
C -2.297 3.537 1.810
C -1.158 2.553 1.811
O -0.481 2.412 2.807
O -1.006 1.832 0.737
H 1.300 -2.131 5.138
H 1.952 -1.884 3.520
H 1.128 -3.390 3.907
H -0.169 -0.149 5.112
H -2.252 0.881 4.372
H -2.662 -2.118 1.342
H -0.534 -3.144 2.080
H -3.707 1.662 0.640
H -3.468 2.677 3.431
H -4.393 3.580 2.260
H -2.014 4.378 2.443
H -2.501 3.902 0.802

---

Entry 2:
105
Properties=species:S:1:pos:R:3 method="wB97M-V/def2-TZVPD" homo_lumo_gap_ev=7.405 lumo_energy_ha=-0.063 homo_ev=-9.12 total_charge=0 multiplicity=1
C 1.717 -3.929 -2.324
C 0.917 -3.039 -1.748
C 0.025 -1.805 -1.140
C 0.284 -0.531 -2.124
C -0.995 0.446 -2.321
C -0.645 1.926 -2.836
C 0.398 2.303 -3.755
C 1.474 1.430 -4.564
F 0.857 0.315 -5.284
F 1.990 2.308 -5.622
C 2.764 0.987 -3.706
C 3.223 -0.548 -3.627
C 4.454 -1.060 -2.796
C 5.322 0.036 -2.012
C 4.910 1.559 -2.104
C 5.793 2.693 -1.335
F 5.663 2.454 0.086
F 5.272 4.012 -1.674
F 7.161 2.582 -1.795
C 3.640 2.050 -2.914
C 0.219 3.909 -3.835
O 1.038 4.752 -4.347
O -1.032 4.315 -3.246
C -1.457 3.227 -2.363
O -2.327 3.307 -1.445
H 2.498 -4.353 -3.070
H -1.080 -2.091 -1.015
H 0.501 -1.531 -0.114
H 0.539 -0.983 -3.169
H 1.161 0.070 -1.679
H -1.474 0.573 -1.261
H -1.848 -0.023 -2.967
H 2.575 -1.297 -4.238
H 4.711 -2.190 -2.758
H 6.228 -0.322 -1.404
H 3.329 3.170 -2.985
C 0.488 -3.631 6.684
O 1.561 -3.132 5.909
C 1.942 -4.019 4.863
C 2.456 -3.234 3.654
O 1.423 -2.607 2.888
C 0.775 -1.484 3.499
C 1.661 -0.244 3.593
O 2.608 -0.381 4.650
C 3.826 0.288 4.382
H 0.803 -4.520 7.239
H 0.188 -2.856 7.392
H -0.372 -3.865 6.051
H 1.096 -4.641 4.549
H 2.739 -4.660 5.246
H 2.930 -3.946 2.971
H 3.228 -2.515 3.934
H 0.348 -1.754 4.464
H -0.066 -1.243 2.841
H 1.045 0.633 3.818
H 2.167 -0.084 2.634
H 4.257 -0.051 3.435
H 4.528 0.047 5.182
H 3.668 1.369 4.361
C -2.994 -6.993 -2.678
O -4.017 -6.019 -2.588
C -3.658 -4.921 -1.758
C -4.313 -3.632 -2.260
O -3.695 -3.087 -3.432
C -3.901 -3.815 -4.647
C -5.329 -3.727 -5.180
O -6.199 -4.571 -4.429
C -7.517 -4.060 -4.348
H -2.845 -7.476 -1.708
H -3.301 -7.744 -3.408
H -2.060 -6.543 -3.025
H -2.570 -4.783 -1.740
H -4.010 -5.140 -0.748
H -4.187 -2.869 -1.486
H -5.389 -3.750 -2.403
H -3.566 -4.847 -4.549
H -3.242 -3.341 -5.382
H -5.356 -4.072 -6.220
H -5.668 -2.685 -5.144
H -7.519 -3.046 -3.937
H -8.087 -4.703 -3.673
H -7.990 -4.072 -5.333
C 1.252 5.596 0.335
O 0.229 5.842 1.282
C -0.819 4.881 1.220
C -1.429 4.661 2.606
O -0.614 3.871 3.478
C 0.579 4.491 3.967
C 0.323 5.604 4.981
O -0.124 6.788 4.325
C -1.012 7.551 5.121
H 0.869 5.736 -0.680
H 2.061 6.306 0.514
H 1.653 4.585 0.453
H -0.450 3.922 0.837
H -1.584 5.268 0.543
H -2.353 4.089 2.477
H -1.713 5.602 3.079
H 1.213 4.827 3.147
H 1.129 3.695 4.480
H 1.254 5.850 5.502
H -0.415 5.262 5.716
H -1.866 6.946 5.442
H -1.388 8.375 4.512
H -0.489 7.959 5.989

---

Entry 3:
6
Properties=species:S:1:pos:R:3 method="wB97M-V/def2-TZVPD" homo_lumo_gap_ev=7.544 lumo_energy_ha=0.180 homo_ev=-2.65 total_charge=-1 multiplicity=1
N -1.240 0.221 -0.570
H -0.417 -0.385 -0.475
H -0.848 1.083 -0.919
H -1.352 0.443 0.416
S 1.519 -1.211 0.820
H 2.339 -0.152 0.727

---

Entry 4:
124
Properties=species:S:1:pos:R:3 method="wB97M-V/def2-TZVPD" homo_lumo_gap_ev=6.290 lumo_energy_ha=0.022 homo_ev=-5.70 total_charge=0 multiplicity=1
C -1.417 -3.773 5.098
N -2.209 -3.377 3.950
C -3.533 -3.955 3.857
C -1.838 -2.318 3.166
C -2.757 -1.715 2.260
C -2.420 -0.581 1.551
C -1.110 0.025 1.665
C -0.915 1.459 1.341
C -1.911 2.339 1.542
C -1.871 3.828 1.344
C -0.766 4.337 0.440
C -1.084 4.984 -0.762
C -0.115 5.643 -1.506
C 1.220 5.684 -1.025
N 2.119 6.599 -1.495
C 3.339 6.887 -0.762
C 1.855 7.371 -2.692
C 1.571 4.818 0.041
C 0.582 4.188 0.788
Pd -0.295 -0.994 -0.063
P -1.061 -2.781 -1.163
C -0.507 -2.986 -2.880
C 0.310 -4.058 -3.277
C 0.792 -4.134 -4.584
C 0.472 -3.142 -5.512
C -0.322 -2.060 -5.122
C -0.811 -1.982 -3.816
C -0.539 -4.250 -0.255
C -0.873 -5.538 -0.715
C -0.508 -6.658 0.034
C 0.170 -6.506 1.247
C 0.510 -5.228 1.702
C 0.186 -4.110 0.937
C -2.877 -2.780 -1.169
C -3.624 -3.784 -0.527
C -5.021 -3.710 -0.501
C -5.681 -2.627 -1.090
C -4.942 -1.619 -1.712
C -3.548 -1.683 -1.739
P 1.760 -0.512 -0.865
C 2.752 -0.128 0.607
C 3.524 -1.123 1.229
C 4.085 -0.889 2.488
C 3.873 0.334 3.135
C 3.154 1.352 2.500
C 2.622 1.134 1.224
C 2.675 -1.757 -1.830
C 3.203 -1.453 -3.098
C 3.981 -2.391 -3.778
C 4.204 -3.656 -3.229
C 3.613 -3.997 -2.011
C 2.838 -3.061 -1.326
C 1.857 1.018 -1.826
C 3.033 1.791 -1.816
C 3.130 2.921 -2.628
C 2.078 3.265 -3.483
C 0.907 2.502 -3.489
C 0.784 1.393 -2.650
C -0.150 -0.670 2.503
C -0.531 -1.769 3.263
H -0.443 -4.180 4.794
H -1.245 -2.927 5.780
H -1.966 -4.554 5.633
H -3.720 -4.401 2.869
H -3.607 -4.748 4.607
H -4.319 -3.210 4.053
H -3.749 -2.164 2.137
H -3.169 -0.067 0.941
H 0.085 1.761 1.024
H -2.852 1.980 1.983
H -2.833 4.091 0.892
H -2.125 5.009 -1.093
H -0.393 6.188 -2.409
H 4.046 6.041 -0.798
H 3.816 7.760 -1.219
H 3.126 7.112 0.296
H 0.856 7.828 -2.646
H 2.610 8.161 -2.759
H 1.911 6.741 -3.596
H 2.620 4.676 0.311
H 0.864 3.640 1.689
H 0.584 -4.834 -2.566
H 1.431 -4.969 -4.871
H 0.848 -3.209 -6.533
H -0.566 -1.274 -5.835
H -1.434 -1.136 -3.527
H -1.410 -5.660 -1.658
H -0.759 -7.653 -0.336
H 0.438 -7.380 1.842
H 1.038 -5.091 2.647
H 0.489 -3.111 1.276
H -3.122 -4.628 -0.058
H -5.589 -4.503 -0.016
H -6.771 -2.569 -1.059
H -5.449 -0.775 -2.182
H -2.979 -0.871 -2.194
H 3.702 -2.071 0.724
H 4.692 -1.661 2.958
H 4.281 0.500 4.132
H 3.017 2.324 2.983
H 2.117 1.949 0.699
H 3.025 -0.472 -3.544
H 4.418 -2.130 -4.744
H 4.825 -4.383 -3.757
H 3.751 -4.996 -1.590
H 2.358 -3.349 -0.387
H 3.872 1.512 -1.178
H 4.035 3.527 -2.598
H 2.174 4.124 -4.148
H 0.085 2.766 -4.157
H -0.142 0.813 -2.629
H 0.827 -0.194 2.636
H 0.194 -2.241 3.932
C -4.282 4.260 3.129
C -2.891 4.465 3.555
N -2.471 4.742 4.785
C -1.120 4.986 4.695
C -0.729 4.880 3.371
N -1.838 4.499 2.646
H -4.407 4.630 2.103
H -4.555 3.196 3.176
H -4.938 4.828 3.802
H -0.466 5.207 5.526
H 0.240 5.095 2.947

---

| no. | electronic energy (eV) |
| --- | --- |
| 1 | -173582.9210 |
| 2 | -75294.8058 |
| 3 | -12391.3473 |
| 4 | -90141.9861 |